{"formula": "C5H13NOSi", "method": "ωB97M-V/def2-TZVPD", "orbital_gap_ev": 9.27, "species": ["C", "C", "C", "C", "C", "N", "O", "Si", "H", "H", "H", "H", "H", "H", "H", "H", "H", "H", "H", "H", "H"], "coordinates": [[-0.86736, -0.66594, -0.99122], [-0.91306, -2.41897, -2.39465], [2.71394, 0.51020, 0.18890], [-1.00800, 2.32000, 0.70549], [-0.55499, -0.13176, 2.34844], [-0.46250, -1.82062, -1.22537], [1.57136, 1.10415, 0.55559], [-0.03261, 0.62331, 0.78001], [-1.35426, -0.03163, -1.75241], [-0.14643, -2.51777, -3.16485], [-1.71864, -1.86591, -2.80917], [-1.12722, -3.49759, -2.13658], [2.80281, 0.28949, -0.86516], [2.99560, -0.45482, 0.69879], [3.62458, 1.14758, 0.35319], [-0.67549, 3.08747, 1.45819], [-0.87094, 2.81336, -0.30570], [-2.04928, 2.24443, 0.63277], [-0.11487, 0.54621, 3.01820], [-1.62074, -0.13172, 2.43247], [-0.19193, -1.14948, 2.47306]], "forces_ev_per_a": [[2.173, 3.265, 2.439], [0.243, -2.876, -0.993], [3.844, -1.676, -0.191], [2.546, 0.560, -1.413], [0.723, -1.321, -0.840], [0.832, 0.387, 1.767], [-3.181, 0.455, 1.082], [-1.486, 0.665, -3.359], [-0.565, -0.348, 0.015], [0.348, 0.253, 0.115], [-1.185, 0.103, -0.677], [-0.434, 1.077, -0.528], [-0.511, -0.129, -0.609], [-0.697, 0.703, -0.114], [-0.979, -0.047, 0.247], [-0.427, -0.904, -0.553], [0.612, -0.463, 0.914], [-1.772, -0.545, 0.812], [0.474, 0.663, 1.638], [-0.669, 0.157, -0.029], [0.111, 0.022, 0.276]]}

{"formula": "C5H13NOSi", "method": "ωB97M-V/def2-TZVPD", "orbital_gap_ev": 10.16, "smiles": "CC(=O)N(C)[SiH](C)C", "species": ["C", "C", "C", "C", "C", "N", "O", "Si", "H", "H", "H", "H", "H", "H", "H", "H", "H", "H", "H", "H", "H"], "coordinates": [[-0.45137, -1.38802, 0.26680], [-1.61393, -2.14167, 0.91684], [-1.93353, 0.50061, -0.00857], [2.14271, 0.91206, 1.06188], [1.70242, 0.46255, -2.07125], [-0.61317, 0.02088, 0.15736], [0.60938, -1.98893, 0.06943], [0.83546, 0.90085, -0.37629], [-1.51756, -1.66634, 1.88557], [-1.30214, -3.20638, 0.91799], [-2.52095, -1.97165, 0.33055], [-1.97576, 1.54506, 0.42094], [-2.06346, 0.52673, -1.11302], [-2.71492, -0.10503, 0.41231], [1.67771, 0.80829, 1.99680], [2.98581, 0.22799, 0.84215], [2.46326, 1.99616, 1.00497], [2.75102, 0.72907, -2.03561], [1.55735, -0.66288, -2.16152], [1.16008, 1.01340, -2.82001], [0.24631, 2.31153, -0.29201]], "forces_ev_per_a": [[0.648, 0.024, 0.408], [1.448, -0.213, -1.364], [-0.419, 2.426, -1.248], [0.231, 1.264, -2.852], [-1.578, -1.242, 1.792], [2.076, -3.460, 0.009], [-0.840, 1.538, -0.190], [1.239, 0.654, 0.975], [-1.081, -0.339, 0.579], [-0.459, 0.746, 0.212], [-0.081, -0.278, 0.766], [-0.309, -1.069, -0.615], [-0.825, 0.465, 0.577], [-0.028, -0.062, 0.353], [-0.453, -0.559, 1.329], [-0.503, 0.416, 0.498], [0.156, -1.149, 0.113], [0.120, 0.023, -0.032], [0.345, 1.430, -0.188], [0.027, -0.013, -0.648], [0.284, -0.603, -0.475]]}

{"formula": "C5H13NP", "method": "ωB97M-V/def2-TZVPD", "charge": 1, "orbital_gap_ev": [7.20, 8.37], "species": ["C", "C", "C", "C", "C", "N", "P", "H", "H", "H", "H", "H", "H", "H", "H", "H", "H", "H", "H", "H"], "coordinates": [[-2.90607, -0.00324, 0.40573], [-4.36391, -0.00920, 0.12787], [0.96698, -1.30556, -0.45129], [3.06161, 1.05068, 0.21777], [0.77269, -0.00393, 0.34840], [1.62824, 1.13282, -0.11376], [-1.93598, 1.22926, -0.10837], [-2.54450, -0.79634, 1.04753], [-4.79496, 0.98886, -0.41012], [-4.92145, -0.36980, 1.01809], [-4.54426, -0.74196, -0.75080], [1.80317, -1.96724, 0.04146], [0.17571, -1.91588, -0.24516], [1.18264, -1.25258, -1.48973], [3.54191, 2.07203, 0.29305], [3.04878, 0.72257, 1.21224], [3.77976, 0.36291, -0.44450], [0.98995, -0.00334, 1.45229], [1.19206, 1.90132, 0.28766], [1.65157, 1.15945, -1.17130]], "forces_ev_per_a": [[0.247, 0.718, 0.122], [-1.679, 0.558, -2.669], [3.154, 0.569, 2.960], [2.905, 0.469, -0.491], [-0.014, -0.195, 0.016], [1.030, -2.382, -3.781], [1.303, -0.831, 0.162], [0.160, -0.248, -0.170], [1.049, -2.078, 1.870], [0.048, 0.552, -0.747], [0.249, 0.671, 1.569], [-0.936, 1.417, -0.897], [-2.542, -1.491, 0.049], [-0.084, 0.459, -0.904], [-0.760, -0.976, -0.584], [0.550, -0.889, 1.454], [-2.284, 1.411, 1.250], [-0.792, -0.542, -1.038], [-0.634, 2.324, 0.460], [-0.970, 0.483, 1.368]]}

{"formula": "C5H13NP", "method": "ωB97M-V/def2-TZVPD", "charge": 1, "orbital_gap_ev": [6.90, 6.90], "species": ["C", "C", "C", "C", "C", "N", "P", "H", "H", "H", "H", "H", "H", "H", "H", "H", "H", "H", "H", "H"], "coordinates": [[0.17136, 0.70948, 0.74450], [-3.25561, -0.40035, -0.60988], [3.59406, -0.73012, 0.30139], [-1.18037, 0.83457, 0.30128], [-2.08234, -0.31314, 0.33415], [2.69330, 0.29755, 0.07525], [1.46252, 0.52481, -0.79005], [0.32476, -0.10841, 1.39051], [-3.62692, -1.36685, -0.55726], [-2.92157, -0.20300, -1.69754], [-4.10923, 0.15524, -0.35806], [3.04302, -1.42068, 0.88279], [4.46721, -0.32429, 0.80681], [3.88432, -1.21633, -0.56539], [-1.57350, 1.70363, -0.16935], [0.50762, 1.49732, 1.27112], [-1.34731, -1.16423, 0.31962], [-2.39870, -0.07028, 1.38225], [1.31098, 1.79187, -1.27703], [1.03638, -0.19677, -1.78509]], "forces_ev_per_a": [[-3.610, -1.264, -1.732], [1.961, 0.570, -2.123], [0.556, 0.077, 1.350], [0.884, -1.184, -0.451], [1.462, 0.374, 0.395], [-1.332, 2.117, -1.904], [1.955, 2.051, 3.757], [0.253, -1.596, 0.206], [-0.472, -2.114, -0.187], [-0.691, -0.244, 1.700], [-0.775, 1.471, 0.367], [0.221, -1.301, 1.196], [0.020, -0.325, 0.223], [0.803, -0.997, -1.811], [0.006, 1.135, -0.134], [1.706, 3.330, 0.948], [-1.362, 0.100, 0.401], [-0.177, -0.864, 0.019], [-0.110, 0.755, -0.196], [-1.299, -2.091, -2.025]]}

{"formula": "C5H13NP", "method": "ωB97M-V/def2-TZVPD", "charge": 1, "orbital_gap_ev": 10.62, "species": ["C", "C", "C", "C", "C", "N", "P", "H", "H", "H", "H", "H", "H", "H", "H", "H", "H", "H", "H", "H"], "coordinates": [[0.07945, -1.93246, 0.27221], [-0.09540, 0.94981, -1.23204], [0.18003, 1.41495, 0.20702], [1.64715, 1.51443, 0.51794], [-2.56201, -0.02276, 0.27028], [1.44813, -1.90045, -0.15765], [-0.68972, -0.16847, 0.04627], [-0.09630, -2.02986, 1.28830], [-0.44891, -2.71585, -0.34735], [-1.02405, 1.54313, -1.73111], [0.83350, 0.73435, -1.81000], [-0.51588, 2.32601, 0.63943], [2.20714, 2.29545, -0.10850], [2.03504, 0.61368, 0.45929], [1.73497, 1.81454, 1.62023], [-2.97053, -0.41607, -0.53362], [-2.62935, 1.09365, 0.22743], [-2.64356, -0.62923, 1.22801], [2.08529, -2.52222, 0.28397], [1.42502, -1.96261, -1.14012]], "forces_ev_per_a": [[-0.172, 0.494, -2.639], [-2.236, 1.393, -0.931], [-1.398, 2.376, 0.436], [-1.198, 5.329, 2.315], [4.726, 1.647, 4.097], [-0.785, 1.427, 0.824], [-0.517, -0.583, -0.856], [0.073, -0.859, 2.062], [-0.426, 1.161, 0.922], [2.619, -1.631, 0.693], [-1.106, 0.171, 0.280], [1.734, -2.510, -1.173], [-1.030, -1.197, 0.788], [2.394, -4.234, -0.639], [0.124, -0.247, -1.523], [-2.276, -2.160, -3.626], [-0.620, -1.018, 0.846], [-0.907, 1.353, -1.028], [0.284, -0.538, 0.298], [0.718, -0.373, -1.144]]}

{"formula": "C5H13NS", "method": "ωB97M-V/def2-TZVPD", "orbital_gap_ev": 9.65, "smiles": "CN[C@@H](C)CCS", "species": ["C", "N", "C", "C", "C", "S", "C", "H", "H", "H", "H", "H", "H", "H", "H", "H", "H", "H", "H", "H"], "coordinates": [[-0.79318, -1.85662, -1.81955], [-1.04614, -0.63140, -1.18653], [-0.20895, -0.33800, -0.04312], [-0.27933, 1.18148, 0.38200], [0.67429, 1.79523, 1.32509], [0.47243, 3.57775, 1.55979], [1.18441, -1.10330, 0.12193], [-1.12002, -2.81814, -1.30771], [-1.37935, -1.92946, -2.83956], [0.34352, -1.95635, -2.08951], [-1.98423, -0.66225, -0.82746], [-0.60005, -0.87043, 0.85788], [-0.10359, 1.85035, -0.44455], [-1.26213, 1.36730, 0.80774], [0.61299, 1.34304, 2.34052], [1.81416, 1.73445, 1.05048], [-0.84238, 3.26069, 1.55336], [0.88731, -2.14623, 0.14255], [1.98568, -0.79429, -0.71398], [1.64456, -1.00384, 1.13064]], "forces_ev_per_a": [[0.897, -2.737, -3.338], [0.309, 1.045, 0.526], [1.374, -0.345, 3.732], [0.204, -0.445, -1.523], [4.122, -0.978, 2.244], [-1.169, -0.506, -0.267], [0.852, 1.654, -1.978], [0.524, 0.981, 0.019], [1.160, 0.375, 1.785], [-2.259, 0.115, 0.446], [-0.440, 0.354, -0.129], [-0.753, 0.458, -0.252], [-0.761, -0.165, -1.155], [-0.413, 0.009, -0.310], [0.105, 0.156, -0.556], [-2.121, -0.404, 0.130], [-0.021, 1.101, 0.228], [0.481, -0.316, -0.755], [-1.636, -1.085, 1.842], [-0.456, 0.732, -0.689]]}

Relative energy (zero: lowest compared OMol25 entry of this formula, charge and spin) list, top to bottom, in kcal/mol: 64.10 22.42 100.19 96.31 47.82 47.93